(1)
{"formula": "H82O45S", "method": "the ωB97M-V functional and the def2-TZVPD basis", "relative_energy_kcal_mol": 36.3, "charge": -2, "max_force_ev_per_a": 3.40, "elements": ["S", "O", "O", "O", "O", "O", "O", "O", "O", "O", "O", "O", "O", "O", "O", "O", "O", "O", "O", "O", "O", "O", "O", "O", "O", "O", "O", "O", "O", "O", "O", "O", "O", "O", "O", "O", "O", "O", "O", "O", "O", "O", "O", "O", "O", "O", "H", "H", "H", "H", "H", "H", "H", "H", "H", "H", "H", "H", "H", "H", "H", "H", "H", "H", "H", "H", "H", "H", "H", "H", "H", "H", "H", "H", "H", "H", "H", "H", "H", "H", "H", "H", "H", "H", "H", "H", "H", "H", "H", "H", "H", "H", "H", "H", "H", "H", "H", "H", "H", "H", "H", "H", "H", "H", "H", "H", "H", "H", "H", "H", "H", "H", "H", "H", "H", "H", "H", "H", "H", "H", "H", "H", "H", "H", "H", "H", "H", "H"], "xyz": [[-0.187091, -0.132835, 0.917564], [-0.765265, -6.822084, 1.153384], [-0.662745, 0.781169, 4.973473], [3.160069, 3.976536, -2.924794], [-4.076148, 3.094094, 0.395263], [-5.458361, -3.051979, -1.547179], [0.719550, -1.909444, -5.336159], [2.052468, 0.139950, -1.721455], [-1.026151, -1.074879, 1.729902], [1.514413, 2.302414, 3.234784], [-3.354974, 0.123693, 0.028456], [2.840223, -3.598690, -1.252782], [1.137999, 0.097487, 1.484191], [-2.830452, -4.650115, 1.413312], [-2.997468, 2.800897, -3.606532], [-0.036030, -0.646150, -0.430393], [0.302634, 3.478320, 0.823937], [4.912901, 6.253142, -2.775845], [7.557855, 3.263320, -1.992330], [2.824331, 2.730718, -0.365926], [-0.792865, 1.322787, -2.259749], [1.294336, -1.478139, 4.581430], [1.098435, -3.404285, 1.111984], [5.241400, 1.632713, 2.936287], [-5.080032, 4.925359, -1.408501], [-2.197171, -1.962995, 6.036537], [3.542757, -0.660110, 2.566960], [-1.538416, -1.891765, -2.917732], [4.234325, -1.309626, -0.301179], [1.676073, 0.136351, -4.164354], [-4.626996, -2.164516, 1.126198], [5.509736, 2.270199, -4.021655], [0.305826, -6.185298, -1.473627], [-1.413030, -3.422732, -0.427590], [-4.193207, -0.450330, -2.495827], [-0.950283, 1.182951, 0.845641], [5.156230, 1.569332, 0.105504], [-0.492946, 4.100574, -2.062250], [0.522570, -3.949898, -2.840656], [-6.944015, -0.104569, -0.991987], [6.019739, 4.830325, -0.264767], [-1.625238, -3.101779, 3.485486], [-2.172761, 3.127042, 2.737600], [-8.066433, 1.092615, 2.577467], [0.769361, -5.069432, 3.521390], [-2.715497, 0.497959, 2.878349], [-3.311952, 3.643499, -3.222112], [1.178194, -1.169564, -4.855813], [2.009726, 3.001301, 0.128164], [-0.396534, -6.731362, 0.200445], [5.366138, 7.119466, -2.594450], [5.437074, 1.639635, 1.023831], [-2.584612, 0.678427, 0.323520], [-4.008001, 0.390556, -2.975754], [-0.068542, 2.585512, 0.562455], [4.756545, 0.731214, -0.025930], [-2.150711, -0.115718, 2.308793], [-2.551044, -4.185746, 0.647285], [5.434370, 1.746509, -3.222318], [1.450345, 3.074456, 2.628923], [-4.060204, -1.481120, 0.723427], [0.119481, 3.930333, -0.037873], [-1.064865, -2.562296, -0.585371], [-1.288771, 3.340004, 2.419318], [5.183283, 5.661710, -2.022306], [-0.085393, -4.847564, 3.955763], [-1.309412, -1.660948, -3.846332], [-0.910149, 0.418000, -1.839521], [8.332841, 2.869532, -1.591172], [-6.359050, 0.489092, -1.437014], [0.229204, -3.336883, -3.527046], [2.262353, 1.048204, -1.476205], [-2.324249, -3.596882, 3.065268], [0.910524, -4.407172, 2.793202], [-3.375844, -0.036388, 3.336563], [-0.076107, -6.850677, -2.051692], [4.124501, -1.449379, 0.635201], [-5.267403, -2.819801, -0.612166], [-2.488726, -2.022148, -2.877785], [0.795268, -0.640700, 4.642160], [3.574434, 4.843003, -2.738515], [-2.203326, 2.205552, 2.965493], [-4.776949, 2.894850, 1.042376], [3.524434, -2.954619, -0.933725], [-1.206855, -2.476620, 2.929849], [1.299214, 1.523402, 2.648096], [-7.895848, 1.012259, 1.607818], [-1.827070, -1.053316, 5.813588], [2.399341, -3.764951, -0.380647], [-0.239858, 1.326838, 4.301774], [-4.873957, -2.635237, -2.194198], [-7.623187, 0.404980, 2.991585], [-1.510693, 0.760649, 4.557800], [2.727992, -0.130451, 2.504669], [6.400508, 3.945989, -0.549943], [-0.762912, 3.170947, -2.162481], [0.645360, -2.180312, 4.877705], [-3.333977, 3.195168, 1.017227], [3.583747, 2.422025, 0.183608], [-2.507111, 2.411605, -2.863577], [1.759075, 0.084459, -3.132524], [0.083319, 4.193488, -2.786630], [5.117241, 4.534651, 0.007834], [-6.328931, -0.846911, -1.011875], [-4.391134, 5.259063, -1.975080], [7.056421, 2.924840, -2.750376], [3.400057, -0.958450, -0.650709], [-3.864966, -0.297070, -1.567649], [4.606425, 0.935135, 2.869676], [-4.610226, 4.272596, -0.855398], [-2.428265, -5.491842, 1.370866], [1.318337, -2.581314, 1.663863], [-4.086423, -2.952359, 1.186780], [1.263087, -0.102694, -1.176439], [4.837461, 2.945840, -3.741244], [-0.443948, 1.149236, -3.144526], [2.898029, 3.621396, -2.059390], [-1.943413, -2.457180, 5.270891], [0.164177, -3.372609, 0.809044], [3.534695, -1.180861, 3.369003], [4.988323, 2.235758, 3.641298], [1.020253, -1.949720, -6.260059], [1.431442, -3.791700, -2.522711], [-4.105216, 0.731692, 0.049980], [-0.105499, -6.547463, 1.765501], [0.336687, -5.391887, -2.021225], [1.992628, 0.933361, -4.530449], [-0.990817, -3.962614, -1.112219]], "atomic_forces_ev_per_a": [[-1.96, 1.35, 1.15], [-0.66, -0.54, -2.84], [0.87, 0.15, 0.24], [0.33, 0.39, -0.07], [-0.41, -0.39, 0.79], [-0.58, -0.34, 0.08], [-0.33, -0.60, -0.33], [0.49, -0.28, 0.44], [1.05, 0.50, -0.71], [-0.21, -0.23, -0.86], [-0.19, 0.29, -0.20], [0.44, 0.29, 1.55], [0.51, 0.14, 0.67], [-2.06, 0.75, 1.75], [-0.26, 0.57, 0.64], [-0.13, -1.11, -1.50], [-0.14, -0.03, -1.82], [0.83, 0.58, 1.03], [-0.57, 1.53, 0.75], [-0.54, 0.33, -0.19], [-0.44, -0.94, 0.07], [-0.97, -0.90, 0.43], [0.57, 1.15, 1.27], [1.36, 1.14, -0.07], [-0.06, -0.25, 0.05], [0.51, 2.56, 0.67], [0.73, 0.52, -0.54], [0.71, 0.23, -0.91], [0.43, 0.11, -0.79], [-0.88, -1.36, 0.96], [-0.34, 0.33, -0.38], [-0.69, 1.11, 0.91], [-0.21, -1.00, 0.50], [-0.01, -1.33, 0.06], [0.09, 0.84, 0.08], [0.69, -1.31, 0.02], [0.67, 1.85, -0.21], [-1.14, -0.37, 1.30], [-0.08, -0.55, 0.21], [0.10, -0.40, 0.50], [-1.03, -1.77, -0.13], [-0.04, -1.10, 2.70], [-0.32, 1.76, -0.22], [-1.26, 2.18, -2.28], [-0.40, 0.41, -0.16], [-0.16, -0.24, 0.33], [0.11, -0.66, -0.42], [-0.02, -0.01, -0.68], [0.78, -0.36, 0.16], [-0.47, 0.23, 2.28], [-0.73, -1.45, -0.16], [0.03, -0.20, 0.44], [-0.08, -0.34, -0.10], [-0.08, -0.86, 0.50], [-0.02, 0.07, 0.98], [-0.42, -1.79, -0.08], [-0.53, 0.21, 0.83], [0.94, 0.74, -1.34], [0.19, -0.90, 0.17], [-0.15, -0.79, 0.45], [0.13, 0.02, 0.28], [0.18, 0.20, 0.78], [0.38, 1.71, -0.38], [0.10, -0.25, -0.11], [0.27, 0.82, -0.59], [0.82, 0.16, -0.80], [-0.38, -0.20, 0.78], [0.27, 1.18, -0.34], [-0.29, -0.86, -0.95], [0.24, 1.27, -0.72], [0.48, 0.10, 0.20], [0.13, 0.46, 0.31], [-0.12, -0.09, -1.01], [-0.47, -0.70, 0.72], [0.15, -0.12, -0.26], [0.03, -0.07, -0.05], [-0.40, 0.16, 0.85], [0.47, 0.18, -0.73], [-0.22, 0.29, -0.14], [-0.10, -0.44, 0.06], [-0.46, -0.43, -0.31], [-0.01, -1.14, -0.15], [0.03, 0.15, -0.51], [-0.48, -0.44, -0.85], [0.33, 1.11, -1.58], [0.22, 0.86, 0.34], [-0.08, -0.16, 1.19], [-0.63, -1.67, 0.60], [-0.15, -0.01, -0.90], [0.89, 0.45, 0.11], [0.02, 0.28, 0.79], [1.39, -2.09, 0.97], [-1.55, -0.51, -0.47], [-0.20, -0.70, 0.06], [-0.14, 1.39, -0.02], [0.03, -0.09, 0.45], [1.07, 1.24, -0.54], [0.55, 0.04, 0.05], [-0.62, 0.14, -0.29], [0.08, -0.24, -0.25], [0.41, 0.53, -0.99], [1.38, 0.56, -1.40], [0.84, 0.48, -0.06], [-0.42, -0.91, 0.19], [0.25, 0.40, -0.31], [0.86, -0.77, 0.04], [-0.24, 0.12, 0.04], [0.20, -0.03, -0.86], [-1.08, -1.09, 0.24], [-0.23, 0.04, 0.24], [1.03, -1.66, -0.09], [-0.89, -1.43, -1.34], [0.27, -0.42, 0.26], [-0.21, -0.22, 0.10], [0.34, -0.16, -0.77], [0.03, -0.23, 0.06], [0.18, -0.12, 0.22], [0.14, -0.83, -1.29], [0.40, 0.32, 0.28], [-0.56, -0.04, 0.37], [-0.27, -0.21, -0.15], [-0.06, 0.22, 0.82], [-0.05, 0.63, -0.27], [0.14, 0.19, 0.28], [1.09, 0.60, 0.69], [0.03, 0.62, -0.44], [0.66, 1.33, -0.28], [-0.09, 0.12, -0.08]], "mulliken_charge": [-0.76, -0.69, -0.78, -0.66, -0.74, -0.71, -0.65, -0.99, 0.84, -0.76, 0.34, -0.73, 0.67, -0.74, -0.65, -0.04, -0.90, -0.69, -0.65, -0.61, 0.22, -0.59, -0.77, -0.71, -0.64, -0.72, -0.75, -0.30, -0.91, -0.67, -0.76, -0.73, -0.63, -0.27, -0.59, -0.03, -0.55, -0.68, -0.72, -0.69, -0.71, -0.28, -0.83, -0.65, -0.74, -0.73, 0.29, 0.49, 0.43, 0.38, 0.28, 0.29, -0.20, 0.27, 0.06, 0.25, 0.19, 0.24, 0.31, 0.38, 0.33, 0.32, -0.06, 0.32, 0.40, 0.33, 0.24, -0.10, 0.26, 0.31, 0.14, 0.23, 0.19, 0.41, 0.23, 0.32, 0.38, 0.38, 0.15, 0.31, 0.31, 0.29, 0.31, 0.36, 0.12, 0.07, 0.34, 0.33, 0.37, 0.32, 0.33, 0.31, 0.45, 0.25, 0.37, 0.29, 0.27, 0.33, 0.19, 0.24, 0.48, 0.28, 0.35, 0.41, 0.29, 0.39, 0.43, 0.21, 0.43, 0.44, 0.25, 0.19, 0.46, 0.35, 0.42, 0.12, 0.41, 0.34, 0.35, 0.25, 0.30, 0.24, 0.27, 0.08, 0.33, 0.42, 0.22, 0.05]}

***

(2)
{"formula": "H8IO4", "method": "the ωB97M-V functional and the def2-TZVPD basis", "relative_energy_kcal_mol": 9.4, "charge": -1, "max_force_ev_per_a": 0.95, "elements": ["I", "O", "O", "O", "O", "H", "H", "H", "H", "H", "H", "H", "H"], "xyz": [[1.302615, -0.557061, -0.814446], [-1.223975, 2.017469, 0.083494], [-1.116415, -1.657211, 1.547804], [3.498345, 1.769979, 0.683204], [-2.082265, -1.480971, -1.662736], [-1.559355, -2.418221, 1.172434], [-2.280995, -0.563511, -1.849836], [3.836455, 1.740909, 1.578234], [-1.133105, -1.500841, -1.540536], [3.235195, 0.868769, 0.496684], [-0.355855, 1.628979, -0.024526], [-1.742985, 1.647569, -0.630676], [-0.377665, -1.495861, 0.960904]], "atomic_forces_ev_per_a": [[0.07, -0.11, -0.11], [-0.50, 0.62, 0.19], [-0.48, -0.20, 0.78], [0.42, 0.61, 0.12], [-0.84, -0.38, -0.24], [-0.13, -0.07, -0.19], [0.08, 0.14, 0.04], [0.04, 0.02, 0.21], [0.73, 0.17, 0.15], [-0.47, -0.50, -0.34], [0.51, -0.44, -0.08], [0.02, -0.17, -0.07], [0.54, 0.30, -0.45]], "mulliken_charge": [-0.73, -0.61, -0.59, -0.60, -0.61, 0.30, 0.29, 0.28, 0.22, 0.24, 0.28, 0.29, 0.24]}

***

(3)
{"formula": "H8IO4", "method": "the ωB97M-V functional and the def2-TZVPD basis", "relative_energy_kcal_mol": 15.2, "charge": -1, "max_force_ev_per_a": 2.86, "elements": ["I", "O", "O", "O", "O", "H", "H", "H", "H", "H", "H", "H", "H"], "xyz": [[-1.219769, 0.577462, 0.563308], [1.559231, 1.181462, 2.541308], [-0.375769, -2.478538, 2.221308], [-1.460769, 1.171462, -3.031692], [0.974231, -0.758538, -2.154692], [-1.553769, 1.439462, -2.106692], [-0.852769, -1.741538, 1.869308], [-0.804769, 1.804462, -3.333692], [0.947231, -0.365538, -2.979692], [1.626231, 0.421462, 3.071308], [0.660231, 1.201462, 2.311308], [0.218231, -0.417538, -1.725692], [0.282231, -2.035538, 2.754308]], "atomic_forces_ev_per_a": [[-0.28, 0.15, -0.05], [2.14, 1.42, 0.03], [0.44, -1.06, 0.66], [0.12, 0.35, -0.14], [1.63, -1.81, 1.43], [-0.20, -0.42, 0.43], [-0.76, 0.98, -0.85], [0.11, 0.03, -0.27], [-0.07, 1.14, -2.62], [0.32, -1.52, 1.04], [-2.26, 0.16, -1.04], [-1.52, 0.60, 1.23], [0.33, -0.02, 0.16]], "mulliken_charge": [-0.68, -0.58, -0.61, -0.63, -0.59, 0.23, 0.21, 0.30, 0.27, 0.28, 0.22, 0.29, 0.30]}

***

(4)
{"formula": "H8IO4", "method": "the ωB97M-V functional and the def2-TZVPD basis", "relative_energy_kcal_mol": 21.2, "charge": -1, "max_force_ev_per_a": 0.53, "elements": ["I", "O", "O", "O", "O", "H", "H", "H", "H", "H", "H", "H", "H"], "xyz": [[-0.361814, -0.325305, -0.149808], [3.247826, -3.257235, 0.662702], [4.355996, 0.581285, -1.207648], [-4.885404, -1.443585, -0.198358], [-2.738104, 3.999715, 0.807372], [-2.325594, 3.139755, 0.888292], [3.423856, 0.514435, -1.000588], [-4.772034, -1.175645, -1.110278], [4.505856, 1.517345, -1.340238], [3.386496, -3.646265, 1.526222], [-4.030814, -1.290565, 0.204742], [2.300036, -3.137495, 0.602822], [-2.106304, 4.523555, 0.314772]], "atomic_forces_ev_per_a": [[-0.04, 0.03, 0.04], [0.33, -0.17, -0.10], [0.39, -0.04, -0.09], [-0.48, -0.16, 0.08], [-0.28, 0.29, 0.13], [0.16, -0.44, -0.04], [-0.47, -0.19, 0.13], [0.15, 0.08, -0.16], [0.00, 0.19, -0.02], [0.03, -0.04, 0.19], [0.47, 0.10, 0.08], [-0.40, 0.29, -0.12], [0.15, 0.04, -0.13]], "mulliken_charge": [-0.96, -0.64, -0.65, -0.66, -0.66, 0.35, 0.34, 0.31, 0.30, 0.30, 0.34, 0.33, 0.31]}

***

(5)
{"formula": "H8KO4", "method": "the ωB97M-V functional and the def2-TZVPD basis", "multiplicity": 2, "relative_energy_kcal_mol": 11.0, "charge": 2, "max_force_ev_per_a": 2.27, "elements": ["K", "O", "O", "O", "O", "H", "H", "H", "H", "H", "H", "H", "H"], "xyz": [[-0.391953, -0.290328, -0.283454], [-0.202643, 2.443483, -1.327988], [1.369601, -1.360444, 1.785680], [-0.064695, 0.050006, -3.082746], [-1.307860, -0.984842, 2.993122], [1.332479, -2.314436, 1.854592], [-0.367083, 0.951704, -3.191108], [2.263309, -1.175258, 1.497196], [-1.295181, -1.841780, 3.419420], [-0.515242, -0.971937, 2.456637], [-0.815355, -0.486986, -3.336478], [0.075363, 3.050317, -0.641909], [-0.080742, 2.930500, -2.142963]], "atomic_forces_ev_per_a": [[0.17, 0.40, -0.78], [-0.20, -0.74, 0.31], [-1.41, 0.15, -0.09], [0.18, -0.29, 0.83], [-1.31, 1.22, 0.17], [0.31, -0.61, 0.09], [-0.03, 0.41, -0.28], [0.62, 0.33, 0.06], [-0.34, -1.54, 1.17], [2.12, 0.21, -0.79], [-0.31, -0.35, -0.61], [0.14, 0.45, 0.25], [0.08, 0.37, -0.35]], "lowdin_spin": [0.00, 0.07, 0.03, 0.11, 0.77, 0.00, 0.00, 0.00, 0.01, 0.01, 0.00, 0.00, 0.00]}

***

(6)
{"formula": "H8LiO4", "method": "the ωB97M-V functional and the def2-TZVPD basis", "relative_energy_kcal_mol": 28.9, "charge": 1, "max_force_ev_per_a": 12.27, "elements": ["O", "O", "O", "O", "Li", "H", "H", "H", "H", "H", "H", "H", "H"], "xyz": [[-1.172581, -1.118606, 1.473000], [1.762051, -0.242701, 0.629313], [-0.473299, 2.174598, -0.202080], [-0.222061, -0.576091, -1.732004], [-0.146357, 0.159521, 0.284951], [-0.836285, -1.839217, 2.021115], [-1.322842, 2.395989, -0.243217], [0.037525, 2.708843, -0.744518], [1.954731, -0.983600, 0.303118], [-2.073578, -1.067283, 1.777074], [-0.453141, -1.539472, -1.649927], [2.549320, 0.421651, 0.518587], [0.396517, -0.493633, -2.435410]], "atomic_forces_ev_per_a": [[0.45, -0.23, -0.01], [-0.81, 11.59, 3.94], [4.11, -3.71, 2.21], [-1.24, -1.46, 1.72], [0.11, 0.24, -0.27], [0.41, 0.09, -0.14], [-5.44, 1.78, -0.46], [1.26, 1.65, -1.59], [3.01, -9.43, -4.23], [-0.76, 0.34, -0.04], [0.34, 1.34, -0.46], [-2.22, -2.20, 0.31], [0.77, 0.01, -0.98]], "mulliken_charge": [-0.58, -0.59, -0.57, -0.64, 0.93, 0.30, 0.29, 0.28, 0.28, 0.30, 0.36, 0.34, 0.31]}

***

Question: Number 1 is which compound?
Answer: H82O45S

***

Repeat the fifth record exactly.
{"formula": "H8KO4", "method": "the ωB97M-V functional and the def2-TZVPD basis", "multiplicity": 2, "relative_energy_kcal_mol": 11.0, "charge": 2, "max_force_ev_per_a": 2.27, "elements": ["K", "O", "O", "O", "O", "H", "H", "H", "H", "H", "H", "H", "H"], "xyz": [[-0.391953, -0.290328, -0.283454], [-0.202643, 2.443483, -1.327988], [1.369601, -1.360444, 1.785680], [-0.064695, 0.050006, -3.082746], [-1.307860, -0.984842, 2.993122], [1.332479, -2.314436, 1.854592], [-0.367083, 0.951704, -3.191108], [2.263309, -1.175258, 1.497196], [-1.295181, -1.841780, 3.419420], [-0.515242, -0.971937, 2.456637], [-0.815355, -0.486986, -3.336478], [0.075363, 3.050317, -0.641909], [-0.080742, 2.930500, -2.142963]], "atomic_forces_ev_per_a": [[0.17, 0.40, -0.78], [-0.20, -0.74, 0.31], [-1.41, 0.15, -0.09], [0.18, -0.29, 0.83], [-1.31, 1.22, 0.17], [0.31, -0.61, 0.09], [-0.03, 0.41, -0.28], [0.62, 0.33, 0.06], [-0.34, -1.54, 1.17], [2.12, 0.21, -0.79], [-0.31, -0.35, -0.61], [0.14, 0.45, 0.25], [0.08, 0.37, -0.35]], "lowdin_spin": [0.00, 0.07, 0.03, 0.11, 0.77, 0.00, 0.00, 0.00, 0.01, 0.01, 0.00, 0.00, 0.00]}